Here is a 2-piece molecular cluster, C6H14N2O2 overall in a non-equilibrium geometry from OMol25. Energies are from ωB97M-V/def2-TZVPD.

Summary:
* 2S+1: 2
* expectation value of S²: 0.7502
* charge: -1
* calculated total energy: -13522.2420 eV
* HOMO energy (spin up / spin down): 0.8 / -6.3 eV
* Kohn-Sham gap (spin up / spin down): 2.7570 / 9.7505 eV
* energy above the lowest of the compared OMol25 structures with the same formula, charge and spin: 58.15 kcal per mole

Last column: Mulliken spin population.
Positions of all 24 atoms, in Å:
C1 -2.957 0.857 -0.557  0.1337
C2 0.186 2.907 0.555  -0.1037
C3 -1.296 2.548 -0.009  0.0297
O1 -1.972 3.498 -0.338  -0.0112
N1 -1.771 1.230 0.185  -0.1344
H1 -1.081 0.539 0.361  0.0464
H2 -3.655 1.785 -0.582  0.0070
H3 0.892 2.018 0.267  0.0886
H4 -2.949 0.490 -1.476  -0.0625
H5 -3.548 0.289 0.100  -0.0083
H6 0.465 3.804 0.088  -0.0195
H7 0.204 3.064 1.611  0.0133
C4 0.106 -2.954 0.905  1.7875
C5 2.732 -0.999 -1.023  1.7136
C6 0.804 -1.733 0.345  2.2365
O2 0.171 -0.679 0.306  -1.5457
N2 1.999 -1.954 -0.284  -0.5113
H8 0.953 -3.497 1.454  -0.4534
H9 2.597 -2.657 0.034  -0.8079
H10 2.073 0.049 -1.374  0.0610
H11 -0.690 -2.708 1.606  -0.1671
H12 0.028 -3.798 0.070  -0.5658
H13 3.523 -0.614 -0.388  -0.1475
H14 3.184 -1.485 -1.857  -0.5789

Here is a 2-piece molecular cluster, C6H14N2O2 overall in a non-equilibrium geometry from OMol25. Energies are from ωB97M-V/def2-TZVPD.

Summary:
* SMILES: CNC(C)=O.CNC(C)=O
* calculated total energy: -13525.0038 eV
* HOMO energy: -9.0 eV
* Kohn-Sham gap: 9.5362 eV
* energy above the lowest of the compared OMol25 structures with the same formula, charge and spin: 14.31 kcal per mole

Last column: natural (NBO) charge in e.
Positions of all 24 atoms, in Å:
C1 -2.342 -1.488 -0.825  -0.4278
N1 -2.599 -0.234 -1.499  -0.6181
C2 -1.934 0.862 -1.024  0.6893
C3 -2.522 2.187 -1.494  -0.7018
O1 -1.160 0.806 -0.089  -0.6513
H1 -2.527 -1.385 0.256  0.2047
H2 -3.054 -2.276 -1.054  0.2114
H3 -1.310 -1.809 -0.926  0.2120
H4 -3.332 -0.199 -2.181  0.4047
H5 -1.876 3.055 -1.452  0.2412
H6 -2.959 2.059 -2.488  0.2093
H7 -3.351 2.404 -0.816  0.2382
C4 1.040 -1.128 2.373  -0.4169
N2 1.284 -0.474 1.111  -0.6265
C5 2.561 -0.213 0.750  0.6618
C6 2.831 0.439 -0.566  -0.7057
O2 3.504 -0.580 1.447  -0.6492
H8 0.918 -0.446 3.217  0.1893
H9 0.123 -1.726 2.350  0.1902
H10 1.804 -1.845 2.629  0.2276
H11 0.487 -0.052 0.643  0.4332
H12 3.587 -0.164 -1.067  0.2388
H13 1.992 0.555 -1.253  0.2104
H14 3.269 1.432 -0.454  0.2349

Here is C6H14N2O2 as an isolated structure in a non-equilibrium geometry from OMol25. Energies are from ωB97M-V/def2-TZVPD.

Summary:
* calculated total energy: -13513.9478 eV
* HOMO energy: -8.6 eV
* Kohn-Sham gap: 7.6854 eV
* energy above the lowest of the compared OMol25 structures with the same formula, charge and spin: 269.27 kcal per mole

Last column: natural (NBO) charge in e.
Positions of all 24 atoms, in Å:
C1 0.276 -1.620 0.265  -0.1626
C2 -0.188 -3.109 0.005  0.7605
C3 -0.884 -0.456 0.679  -0.4227
C4 -0.102 0.750 1.224  -0.4420
C5 -0.502 2.184 0.568  -0.3978
C6 -0.235 2.480 -0.953  -0.2641
H1 1.786 -1.409 -1.385  0.3685
H2 0.164 -2.123 -2.087  0.4273
H3 1.231 -1.583 0.907  0.2466
H4 -1.637 -0.666 1.361  0.2067
H5 -1.372 -0.159 -0.285  0.2326
H6 1.011 0.532 0.872  0.2076
H7 0.042 1.122 2.352  0.2367
H8 -1.597 2.752 1.043  0.2134
H9 0.568 2.727 0.929  0.1962
H10 -0.617 3.496 -1.059  0.1945
H11 -0.830 1.650 -1.510  0.1873
H12 2.111 2.197 -0.341  0.3211
H13 0.981 0.939 -1.836  0.4272
H14 -1.403 -3.021 1.872  0.4539
N1 0.693 -1.186 -1.305  -0.9135
N2 1.118 2.165 -1.337  -0.8728
O1 0.038 -3.695 -1.043  -0.5604
O2 -0.652 -3.966 1.064  -0.6443

Here is a 2-piece molecular cluster, C6H14N2O2 overall in a non-equilibrium geometry from OMol25. Energies are from ωB97M-V/def2-TZVPD.

Summary:
* SMILES: CCC(N)=O.CCC(N)=O
* calculated total energy: -13525.1616 eV
* HOMO energy: -9.1 eV
* Kohn-Sham gap: 9.6146 eV
* energy above the lowest of the compared OMol25 structures with the same formula, charge and spin: 10.67 kcal per mole

Last column: natural (NBO) charge in e.
Positions of all 24 atoms, in Å:
C1 1.063 -0.403 -2.231  -0.6116
C2 1.761 -1.416 -1.324  -0.4968
C3 3.019 -0.858 -0.564  0.6692
N1 2.809 -0.214 0.619  -0.8377
O1 4.197 -0.969 -0.965  -0.6427
H1 1.427 0.584 -1.900  0.2162
H2 -0.040 -0.395 -2.217  0.2061
H3 1.400 -0.572 -3.268  0.2168
H4 1.074 -1.825 -0.557  0.2081
H5 2.068 -2.253 -1.981  0.2316
H6 1.843 0.001 0.879  0.4201
H7 3.584 0.218 1.130  0.4074
C4 -3.000 1.681 0.817  -0.5965
C5 -1.833 0.919 0.169  -0.5018
C6 -1.004 0.267 1.260  0.6802
N2 -1.550 -0.678 2.041  -0.8179
O2 0.113 0.657 1.506  -0.6531
H8 -3.491 2.365 0.104  0.2206
H9 -2.689 2.260 1.703  0.2180
H10 -3.731 0.919 1.134  0.1963
H11 -2.278 0.208 -0.554  0.2176
H12 -1.198 1.624 -0.400  0.2403
H13 -2.448 -1.054 1.727  0.3895
H14 -1.096 -1.064 2.872  0.4200

Here is a 2-piece molecular cluster, C6H14N2O2 overall in a non-equilibrium geometry from OMol25. Energies are from ωB97M-V/def2-TZVPD.

Summary:
* SMILES: CNC(C)=O.CNC(C)=O
* calculated total energy: -13524.8578 eV
* HOMO energy: -9.5 eV
* Kohn-Sham gap: 10.0837 eV
* energy above the lowest of the compared OMol25 structures with the same formula, charge and spin: 17.68 kcal per mole

Last column: natural (NBO) charge in e.
Positions of all 24 atoms, in Å:
C1 -1.050 1.727 -1.051  -0.4257
N1 -1.173 0.293 -1.316  -0.6310
C2 -0.261 -0.324 -2.133  0.6772
C3 -0.428 -1.833 -2.280  -0.7232
O1 0.644 0.276 -2.667  -0.6171
H1 -1.496 1.900 -0.078  0.2070
H2 -0.008 2.036 -1.034  0.2330
H3 -1.476 2.297 -1.878  0.1965
H4 -2.100 -0.086 -1.287  0.3891
H5 0.511 -2.166 -1.809  0.2350
H6 -1.223 -2.346 -1.748  0.2169
H7 -0.313 -2.158 -3.310  0.2437
C4 2.444 0.254 1.033  -0.4198
N2 1.098 -0.213 1.302  -0.6109
C5 0.208 0.442 2.071  0.6642
C6 -1.065 -0.281 2.424  -0.7035
O2 0.533 1.482 2.620  -0.6327
H8 2.807 0.892 1.833  0.2290
H9 3.110 -0.585 0.858  0.1991
H10 2.455 0.871 0.129  0.1998
H11 0.906 -1.076 0.844  0.3873
H12 -1.487 -0.725 1.516  0.2118
H13 -0.853 -1.091 3.119  0.2354
H14 -1.785 0.415 2.839  0.2391

Here is a 2-piece molecular cluster, C6H14N2O2 overall in a non-equilibrium geometry from OMol25. Energies are from ωB97M-V/def2-TZVPD.

Summary:
* SMILES: CNC(C)=O.CNC(C)=O
* calculated total energy: -13523.4026 eV
* HOMO energy: -9.0 eV
* Kohn-Sham gap: 9.5360 eV
* energy above the lowest of the compared OMol25 structures with the same formula, charge and spin: 51.24 kcal per mole

Last column: natural (NBO) charge in e.
Positions of all 24 atoms, in Å:
C1 2.824 0.509 1.183  -0.4349
N1 1.788 0.444 2.186  -0.6079
C2 0.522 0.320 1.711  0.6682
C3 -0.415 0.116 2.798  -0.7154
O1 0.149 0.279 0.539  -0.6501
H1 2.371 0.750 0.228  0.2440
H2 3.572 1.367 1.433  0.2044
H3 3.261 -0.509 1.023  0.2012
H4 1.952 0.516 3.099  0.3912
H5 -1.506 0.024 2.761  0.2471
H6 0.023 -0.740 3.354  0.2319
H7 -0.363 1.120 3.412  0.2263
C4 -1.129 1.618 -1.567  -0.4277
N2 -1.715 0.241 -1.280  -0.6527
C5 -0.992 -0.814 -1.930  0.7065
C6 -1.059 -2.222 -1.294  -0.7133
O2 -0.241 -0.655 -2.852  -0.6043
H8 -1.596 2.094 -2.462  0.2017
H9 -1.250 2.230 -0.645  0.1971
H10 0.070 1.686 -1.803  0.2057
H11 -1.784 0.123 -0.260  0.4022
H12 -1.929 -2.436 -0.650  0.2109
H13 -0.994 -2.911 -2.101  0.2325
H14 -0.113 -2.256 -0.628  0.2354

Here is a 2-piece molecular cluster, C6H14N2O2 overall in a non-equilibrium geometry from OMol25. Energies are from ωB97M-V/def2-TZVPD.

Summary:
* SMILES: CNC(C)=O.CNC(C)=O
* calculated total energy: -13522.6105 eV
* HOMO energy: -9.2 eV
* Kohn-Sham gap: 9.7285 eV
* energy above the lowest of the compared OMol25 structures with the same formula, charge and spin: 69.50 kcal per mole

Last column: natural (NBO) charge in e.
Positions of all 24 atoms, in Å:
C1 -2.051 -1.123 0.336  -0.4594
N1 -1.672 -1.048 -1.062  -0.6679
C2 -0.472 -1.760 -1.232  0.6967
C3 -0.173 -1.988 -2.725  -0.7202
O1 0.230 -2.218 -0.358  -0.6063
H1 -1.340 -1.186 1.179  0.2507
H2 -2.477 -0.139 0.741  0.2058
H3 -2.722 -2.049 0.518  0.1931
H4 -2.409 -0.751 -1.715  0.4227
H5 0.812 -2.363 -2.971  0.2401
H6 -0.892 -2.727 -3.115  0.2326
H7 -0.542 -1.205 -3.325  0.2187
C4 -0.526 2.808 0.374  -0.4564
N2 0.579 1.826 0.137  -0.6576
C5 1.342 1.466 1.322  0.6958
C6 1.933 0.120 1.122  -0.7691
O2 1.354 2.047 2.356  -0.5804
H8 -1.360 2.272 0.828  0.1788
H9 -0.442 3.379 1.403  0.2490
H10 -0.859 3.321 -0.510  0.2069
H11 0.537 1.304 -0.651  0.3843
H12 2.561 -0.188 1.890  0.2292
H13 1.303 -0.790 0.888  0.2822
H14 2.490 -0.100 0.151  0.2307

Here is a 2-piece molecular cluster, C6H14N2O2 overall in a non-equilibrium geometry from OMol25. Energies are from ωB97M-V/def2-TZVPD.

Summary:
* SMILES: CNC(C)=O.CNC(C)=O
* calculated total energy: -13522.8372 eV
* HOMO energy: -9.3 eV
* Kohn-Sham gap: 10.0278 eV
* energy above the lowest of the compared OMol25 structures with the same formula, charge and spin: 64.27 kcal per mole

Last column: natural (NBO) charge in e.
Positions of all 24 atoms, in Å:
C1 0.335 2.176 0.608  -0.4581
N1 0.620 1.828 -0.725  -0.6560
C2 1.301 0.615 -1.129  0.7258
C3 1.848 0.967 -2.599  -0.7362
O1 1.575 -0.474 -0.673  -0.6091
H1 0.245 1.346 1.394  0.2746
H2 0.984 2.978 0.961  0.1869
H3 -0.744 2.538 0.827  0.1966
H4 0.548 2.459 -1.527  0.3999
H5 2.275 2.009 -2.553  0.2203
H6 2.367 0.099 -2.901  0.2373
H7 0.972 0.948 -3.232  0.2157
C4 0.658 -2.288 1.442  -0.4387
N2 -0.785 -2.154 0.930  -0.6527
C5 -1.527 -0.987 1.261  0.6825
C6 -2.678 -0.613 0.429  -0.7136
O2 -1.110 -0.221 2.096  -0.6255
H8 0.798 -1.534 2.219  0.2306
H9 0.719 -3.190 2.099  0.1894
H10 1.539 -2.193 0.740  0.2400
H11 -0.952 -2.571 -0.075  0.3927
H12 -2.405 -0.805 -0.633  0.2182
H13 -3.429 -1.297 0.701  0.2334
H14 -3.153 0.367 0.340  0.2461

Here is a 2-piece molecular cluster, C6H14N2O2 overall in a non-equilibrium geometry from OMol25. Energies are from ωB97M-V/def2-TZVPD.

Summary:
* SMILES: CNC(C)=O.CNC(C)=O
* calculated total energy: -13524.5235 eV
* HOMO energy: -9.3 eV
* Kohn-Sham gap: 9.8448 eV
* energy above the lowest of the compared OMol25 structures with the same formula, charge and spin: 25.38 kcal per mole

Last column: natural (NBO) charge in e.
Positions of all 24 atoms, in Å:
C1 1.277 2.752 -1.799  -0.4388
N1 0.996 2.258 -0.467  -0.6331
C2 0.361 3.056 0.457  0.6769
C3 0.195 2.381 1.816  -0.7080
O1 0.214 4.243 0.233  -0.6229
H1 2.262 3.213 -1.802  0.1960
H2 1.106 2.005 -2.563  0.2043
H3 0.775 3.699 -2.028  0.2287
H4 0.937 1.248 -0.452  0.4031
H5 -0.235 3.115 2.490  0.2343
H6 -0.497 1.545 1.705  0.2238
H7 1.209 2.120 2.110  0.2351
C4 0.097 -3.539 1.645  -0.4256
N2 -0.807 -3.546 0.533  -0.6145
C5 -0.708 -2.596 -0.436  0.6725
C6 -1.763 -2.727 -1.514  -0.7174
O2 0.226 -1.822 -0.513  -0.6346
H8 0.246 -2.504 1.961  0.2091
H9 -0.337 -4.047 2.496  0.2122
H10 1.083 -3.793 1.266  0.2121
H11 -1.645 -4.095 0.506  0.3921
H12 -1.782 -3.753 -1.884  0.2306
H13 -2.779 -2.700 -1.105  0.2214
H14 -1.718 -1.968 -2.278  0.2427

Here is a 2-piece molecular cluster, C6H14N2O2 overall in a non-equilibrium geometry from OMol25. Energies are from ωB97M-V/def2-TZVPD.

Summary:
* SMILES: CNC(C)=O.CNC(C)=O
* calculated total energy: -13524.1098 eV
* HOMO energy: -9.4 eV
* Kohn-Sham gap: 9.9572 eV
* energy above the lowest of the compared OMol25 structures with the same formula, charge and spin: 34.92 kcal per mole

Last column: natural (NBO) charge in e.
Positions of all 24 atoms, in Å:
C1 -1.318 0.644 -1.864  -0.4400
N1 -1.578 1.807 -0.994  -0.6111
C2 -1.311 1.698 0.346  0.6986
C3 -0.613 2.959 0.961  -0.7317
O1 -1.553 0.756 1.063  -0.6182
H1 -1.105 0.872 -2.902  0.2173
H2 -0.691 -0.086 -1.356  0.2125
H3 -2.273 0.110 -1.993  0.2039
H4 -1.074 2.591 -1.379  0.3752
H5 -1.241 3.698 1.382  0.2442
H6 -0.225 2.481 1.865  0.2390
H7 0.193 3.227 0.290  0.2124
C4 2.688 -0.810 0.717  -0.4223
N2 1.274 -1.100 0.723  -0.6208
C5 0.815 -2.290 0.285  0.6642
C6 -0.644 -2.574 0.025  -0.7305
O2 1.620 -3.160 -0.033  -0.6448
H8 3.260 -1.637 1.134  0.2218
H9 3.082 -0.697 -0.306  0.1920
H10 2.949 0.166 1.115  0.2010
H11 0.740 -0.342 1.101  0.4102
H12 -0.838 -3.593 0.346  0.2459
H13 -1.363 -1.911 0.497  0.2366
H14 -0.794 -2.809 -1.022  0.2444